Formula: C7H6ClP
Source: OMol25
Level of theory: ωB97M-V/def2-TZVPD

Values from the calculation:
2S+1: 1
Orbital gap (alpha / beta) in eV: 6.26 / 7.92
Lowest unoccupied orbital energy (alpha / beta) in eV: -1.1 / -0.5
E_HOMO (alpha / beta) in Eh: -0.272 / -0.311

Structure (XYZ):
```
15
Properties=species:S:1:pos:R:3:forces:R:3
C -0.865650 -0.659174 1.136134 -0.055 -0.016 0.071
C -0.253368 -1.450267 0.169601 -0.058 -0.101 0.097
C -0.783571 0.728610 1.056295 -0.064 -0.004 0.073
C 0.453956 -0.877300 -0.856995 0.072 0.346 -0.062
C -0.092925 1.325152 0.031944 0.112 -0.209 -0.206
C 0.564422 0.541121 -0.952275 -0.512 -0.373 0.689
C 1.298766 1.111127 -1.956791 0.640 3.828 -0.954
P 1.448338 3.620766 -2.257960 -0.977 -3.265 1.104
Cl 2.938152 3.649831 -3.559877 0.740 -0.049 -0.667
H -1.404094 -1.122857 1.949014 -0.054 -0.025 0.050
H -0.335799 -2.524933 0.232751 0.020 -0.110 -0.006
H -1.263831 1.335706 1.808763 -0.052 0.073 0.060
H 0.937639 -1.485729 -1.605819 0.044 -0.087 -0.064
H -0.016945 2.397105 -0.052709 -0.029 0.169 0.106
H 1.897258 0.619329 -2.696001 0.173 -0.175 -0.291
```
Positions in Å, forces in eV/Å.

Atomic partial charges in e from the Mulliken method, atoms 1 to 5: -0.47, -0.37, -0.51, -0.60, -0.44

Formula: C7H6CrO5
Source: OMol25
Level of theory: ωB97M-V/def2-TZVPD

Values from the calculation:
2S+1: 5
Orbital gap (alpha / beta) in eV: 9.32 / 8.19
Lowest unoccupied orbital energy (alpha / beta) in eV: -9.7 / -11.3
E_HOMO (alpha / beta) in Eh: -0.699 / -0.717
Charge: +2
Energy above the lowest of the compared OMol25 structures with the same formula, charge and spin in kcal per mole: 0.0

Structure (XYZ):
```
19
Properties=species:S:1:pos:R:3:forces:R:3
Cr -0.087243 0.202151 -0.003167 4.462 -4.060 3.392
O 1.152488 -3.095535 -0.084903 -0.496 1.744 0.200
C 0.781196 -2.033273 -0.031996 0.193 -1.513 -0.421
C -1.433404 0.563361 1.171266 -8.590 1.393 6.418
O -2.333121 0.741482 1.891594 4.483 -0.662 -3.383
C 0.875778 1.480913 -0.877118 5.733 7.121 -5.979
O 1.500350 2.260188 -1.478957 -3.056 -3.647 3.095
C -1.157657 -0.279469 -1.423126 -6.548 -1.632 -8.074
O -1.870478 -0.497667 -2.326806 3.943 0.973 4.890
C 1.495671 1.189286 3.690593 0.147 -0.024 -0.021
C 1.978452 0.511949 2.451532 -0.314 0.139 0.088
C 3.401539 0.087885 2.397901 0.013 0.172 0.383
O 1.199868 0.296629 1.477364 0.466 0.340 0.345
H 2.320897 1.260560 4.404347 -0.358 0.062 -0.075
H 0.674067 0.618450 4.147760 0.078 0.140 -0.175
H 1.135002 2.203879 3.461267 -0.028 -0.261 -0.015
H 3.472391 -0.993837 2.255243 -0.010 0.010 -0.148
H 3.918598 0.589717 1.574337 -0.066 -0.114 -0.090
H 3.893881 0.356091 3.341179 -0.051 -0.181 -0.431
```
Positions in Å, forces in eV/Å.

Atomic partial charges in e from the Mulliken method, atoms 1 to 5: -0.06, -0.07, 0.48, 0.55, -0.11

Formula: C7H6F21HfO24S7
Source: OMol25
Level of theory: ωB97M-V/def2-TZVPD

Values from the calculation:
2S+1: 2
Orbital gap (alpha / beta) in eV: 8.53 / 4.36
Lowest unoccupied orbital energy (alpha / beta) in eV: 3.5 / -0.5
E_HOMO (alpha / beta) in Eh: -0.184 / -0.178
Charge: -2
Energy above the lowest of the compared OMol25 structures with the same formula, charge and spin in kcal per mole: 0.0

Structure (XYZ):
```
66
Properties=species:S:1:pos:R:3:forces:R:3
Hf -26.607025 -19.855321 2.425749 -2.528 -1.078 -1.807
C -24.585352 -18.688244 -2.211740 -3.129 0.425 1.208
F -23.828961 -17.764902 -1.740306 1.909 2.466 0.848
F -24.760127 -18.457078 -3.505039 0.052 -0.603 -0.527
F -24.040472 -19.812008 -1.920769 0.770 -2.174 -0.703
S -26.240551 -18.560561 -1.285044 -3.378 0.918 -1.166
O -26.716839 -17.182518 -1.515254 1.824 -1.890 0.458
O -27.148395 -19.556976 -1.944949 1.977 0.805 1.144
O -25.961152 -18.891137 0.135905 0.844 0.146 -0.869
C -21.982430 -20.563985 1.027416 -2.359 -1.107 1.094
F -22.160932 -19.575027 0.132629 1.498 -0.515 0.779
F -20.832519 -21.311518 0.884400 -1.730 1.951 -0.058
F -22.006394 -20.014322 2.327161 0.697 -0.506 -1.991
S -23.606615 -21.676982 0.894152 1.367 -2.473 -0.547
O -23.219394 -22.834543 1.682065 -0.250 1.080 1.021
O -24.689118 -20.850785 1.437850 0.358 0.877 0.116
O -23.751654 -22.089678 -0.482018 0.046 1.539 0.056
C -31.251933 -20.856513 1.523628 1.421 0.905 1.110
F -31.962511 -19.731809 1.406470 -0.384 -1.084 0.529
F -32.019672 -21.954831 1.449666 0.271 0.869 -0.053
F -30.371890 -20.834108 0.519739 -0.220 -0.644 -0.383
S -30.189553 -20.862553 3.182971 -1.066 -0.378 3.543
O -30.936600 -20.032139 4.177109 1.482 -1.360 -2.866
O -30.102432 -22.274556 3.590060 -0.579 1.742 -1.446
O -28.820027 -20.336252 2.878875 -0.670 -0.033 -0.734
C -27.004934 -15.723851 5.078506 0.434 -2.375 -0.065
F -25.672911 -15.743714 4.793146 -0.115 0.361 0.554
F -27.212801 -15.085772 6.256201 0.166 -0.243 -1.361
F -27.581010 -15.143028 4.047842 -0.402 0.313 0.695
S -27.544286 -17.614329 5.252652 -1.829 0.433 4.104
O -26.666798 -18.185295 6.344185 -1.587 1.525 -2.325
O -28.998439 -17.490446 5.539913 3.566 -0.359 -0.755
O -27.184139 -18.225471 3.971974 0.695 -0.688 -1.452
C -26.545769 -21.779702 7.253008 1.450 -0.478 -1.277
F -27.104111 -21.714184 8.463687 0.378 0.414 -0.921
F -25.546105 -20.863880 7.068635 -1.298 -0.602 0.778
F -25.934606 -22.990652 7.143897 -1.042 1.051 0.027
S -27.843805 -21.479111 5.836904 0.062 1.839 -1.364
O -28.788921 -20.515843 6.423177 1.033 -1.584 -0.373
O -27.168445 -20.878269 4.647367 -0.687 -1.280 3.103
O -28.402700 -22.779178 5.487263 0.233 0.477 1.002
C -29.971856 -17.275502 -0.260083 -0.356 -0.466 0.235
F -29.255720 -17.640335 -1.311067 0.105 0.893 0.074
F -30.548820 -16.041736 -0.430196 0.703 -1.188 -0.078
F -30.974599 -18.188542 -0.247994 0.302 0.869 0.694
S -28.919782 -17.161322 1.358973 -0.231 1.244 1.706
O -28.143465 -15.944816 1.159388 -0.666 -1.124 -0.226
O -29.854799 -17.171615 2.465710 -0.086 0.377 -1.269
O -28.088831 -18.374862 1.459389 1.095 -0.720 -0.837
C -25.911476 -24.682817 1.487233 -1.223 2.771 1.339
F -25.709468 -23.875287 0.457053 0.533 -0.277 -0.029
F -26.845428 -25.514342 1.176425 -1.951 -1.258 -0.627
F -24.903841 -25.376977 1.858143 2.328 -0.582 0.277
S -26.557990 -23.583859 2.987072 -1.712 1.563 3.221
O -25.697406 -23.686674 4.209713 -0.806 -0.118 -3.007
O -26.601298 -22.162663 2.450315 0.636 -0.430 0.101
O -27.955911 -23.978929 3.245800 2.240 -0.548 -1.090
O -27.648453 -20.881615 0.382258 0.457 -0.126 1.124
H -27.441877 -20.567845 -0.498143 0.332 0.733 -0.975
H -28.280645 -21.586822 0.243514 -0.139 -0.249 0.650
O -24.870252 -20.189599 4.020980 0.083 0.865 -0.239
H -24.176632 -20.819861 4.215618 0.025 -0.814 -0.508
H -24.720150 -19.470431 4.634581 -0.468 0.302 0.643
O -24.975878 -18.096839 2.434898 0.011 -0.333 0.138
H -24.329775 -17.983146 3.131922 0.063 -0.177 0.290
H -24.841415 -17.344919 1.858037 -0.558 0.111 -0.730
```
Positions in Å, forces in eV/Å.

Atomic partial charges in e from the Mulliken method, atoms 1 to 5: 2.57, 0.45, -0.23, -0.23, -0.17

Formula: C7H6F3INTl
Source: OMol25
Level of theory: ωB97M-V/def2-TZVPD

Values from the calculation:
2S+1: 1
Orbital gap in eV: 7.63
Lowest unoccupied orbital energy in eV: -0.3
E_HOMO in Eh: -0.290

Structure (XYZ):
```
19
Properties=species:S:1:pos:R:3:forces:R:3
Tl 1.209594 0.696473 2.994247 0.532 -0.338 0.196
I -1.435227 0.565680 4.351624 -0.336 -0.460 0.292
C 0.004213 -1.163027 4.126248 -0.187 0.535 -0.048
H -0.633906 -1.941457 3.704013 0.025 0.135 -0.227
H 0.192675 -1.444863 5.163254 0.084 0.186 0.044
F -0.125561 -0.471281 -4.160965 -0.127 -0.195 0.088
C 0.303116 0.531948 -3.381526 0.142 -0.002 -0.288
F -0.261554 1.652517 -3.839368 -0.178 0.148 0.137
F 1.626618 0.643548 -3.600680 0.056 -0.009 0.100
C 0.035018 0.285968 -1.919611 -0.032 0.049 0.140
C 0.650623 -0.797511 -1.306135 -0.152 0.176 0.067
C 0.534879 -0.913934 0.068988 0.097 0.001 -0.279
N -0.118866 -0.029253 0.813993 -0.339 -0.199 -0.014
C -0.794252 0.938661 0.206433 0.000 0.087 -0.114
C -0.750579 1.145539 -1.163356 0.218 -0.246 -0.186
H 1.221236 -1.511533 -1.877916 0.091 -0.061 -0.040
H 1.002753 -1.733511 0.596202 0.118 -0.034 0.074
H -1.374796 1.586506 0.848248 0.001 0.118 0.067
H -1.285983 1.959528 -1.623693 -0.014 0.108 -0.006
```
Positions in Å, forces in eV/Å.

Atomic partial charges in e from the Mulliken method, atoms 1 to 5: 0.48, -0.11, -0.99, 0.22, 0.33